{
  "formula": "C3H3O3S",
  "method": "the ωB97M-V functional and the def2-TZVPD basis",
  "charge": -1,
  "orbital_gap_ev": 6.4,
  "relative_energy_kj_mol": 54.99,
  "e_homo_ev": -2.86,
  "species": ["C", "C", "C", "O", "O", "O", "S", "H", "H", "H"],
  "positions_angstrom": [[0.60, -3.15, 0.71], [-0.17, 0.18, 0.20], [-0.79, 1.41, 0.15], [-1.38, 1.94, 1.10], [-0.67, 2.14, -1.04], [0.56, -2.67, 1.74], [0.53, -0.66, -1.17], [-0.29, -0.43, 1.08], [1.84, -0.30, -1.09], [-0.24, 1.55, -1.67]]
}

{
  "formula": "C7H6",
  "method": "the ωB97M-V functional and the def2-TZVPD basis",
  "charge": 0,
  "smiles": "C#CC1=CC=CC1",
  "orbital_gap_ev": 8.9,
  "relative_energy_kj_mol": 9.07,
  "e_homo_ev": -8.24,
  "species": ["C", "C", "C", "C", "C", "C", "C", "H", "H", "H", "H", "H", "H"],
  "positions_angstrom": [[-0.59, 0.76, 2.98], [-0.39, 0.41, 1.84], [-0.17, 0.07, 0.46], [-0.96, -0.76, -0.28], [-0.44, -0.85, -1.64], [0.69, -0.11, -1.70], [1.00, 0.52, -0.37], [-0.68, 1.03, 4.00], [-1.82, -1.33, 0.12], [-0.97, -1.45, -2.40], [1.26, -0.01, -2.61], [1.97, 0.12, 0.01], [1.11, 1.60, -0.40]]
}

{
  "formula": "C55H49Br2LaN5O4P2S",
  "method": "the ωB97M-V functional and the def2-TZVPD basis",
  "charge": 1,
  "orbital_gap_ev": [3.5, 5.4],
  "e_homo_ev": [-6.35, -8.20],
  "species": ["La", "O", "S", "C", "C", "C", "C", "C", "C", "C", "C", "C", "C", "P", "C", "C", "C", "C", "C", "C", "C", "C", "C", "C", "C", "C", "C", "C", "C", "C", "C", "C", "C", "C", "C", "C", "C", "C", "P", "C", "C", "C", "C", "C", "C", "C", "C", "C", "C", "C", "C", "C", "C", "H", "H", "H", "H", "H", "H", "H", "H", "H", "H", "H", "H", "H", "H", "H", "H", "H", "H", "H", "H", "H", "H", "H", "H", "H", "H", "H", "H", "H", "H", "H", "H", "H", "H", "H", "H", "Br", "C", "Br", "H", "H", "O", "C", "O", "H", "N", "C", "C", "N", "C", "C", "N", "H", "H", "H", "H", "H", "N", "C", "N", "O", "H", "H", "H", "H", "H"],
  "positions_angstrom": [[-0.14, -0.59, -1.04], [0.92, 0.90, 1.94], [-0.47, 0.84, 1.37], [-1.00, 2.60, 1.74], [-0.95, 2.99, 3.10], [-1.42, 4.23, 3.54], [-1.92, 5.06, 2.57], [-2.50, 6.43, 2.77], [-2.83, 6.90, 1.33], [-2.38, 5.78, 0.46], [-2.40, 5.75, -0.91], [-1.82, 4.62, -1.50], [-1.28, 3.54, -0.74], [-0.32, 2.26, -1.60], [-0.65, 2.37, -3.38], [0.34, 2.64, -4.34], [0.04, 2.63, -5.70], [-1.25, 2.32, -6.14], [-2.24, 2.04, -5.21], [-1.94, 2.05, -3.84], [1.40, 2.79, -1.37], [2.37, 1.81, -1.12], [3.71, 2.14, -0.91], [4.10, 3.47, -0.95], [3.16, 4.47, -1.20], [1.82, 4.13, -1.40], [-1.38, 3.55, 0.71], [-1.89, 4.73, 1.22], [-1.48, 0.00, 2.66], [-2.75, 0.49, 3.04], [-3.39, 0.07, 4.21], [-2.72, -0.88, 4.97], [-3.12, -1.46, 6.28], [-1.99, -2.47, 6.61], [-1.08, -2.39, 5.43], [0.06, -3.13, 5.18], [0.68, -2.91, 3.94], [0.20, -1.95, 3.01], [0.80, -1.91, 1.28], [0.10, -3.49, 0.67], [0.59, -4.75, 1.03], [-0.01, -5.92, 0.55], [-1.12, -5.84, -0.29], [-1.62, -4.59, -0.65], [-1.02, -3.42, -0.17], [2.60, -2.16, 1.36], [3.29, -2.90, 0.38], [4.68, -3.03, 0.41], [5.42, -2.40, 1.41], [4.76, -1.62, 2.36], [3.37, -1.50, 2.33], [-0.91, -1.12, 3.36], [-1.54, -1.44, 4.54], [-0.54, 2.31, 3.85], [-1.40, 4.52, 4.59], [-3.39, 6.38, 3.39], [-1.76, 7.08, 3.24], [-3.91, 7.07, 1.21], [-2.29, 7.82, 1.09], [-2.78, 6.57, -1.50], [-1.74, 4.63, -2.59], [1.36, 2.86, -4.04], [0.82, 2.83, -6.43], [-1.47, 2.29, -7.20], [-3.24, 1.78, -5.54], [-2.73, 1.80, -3.14], [2.09, 0.75, -1.06], [4.43, 1.36, -0.70], [5.14, 3.74, -0.78], [3.47, 5.51, -1.22], [1.11, 4.93, -1.59], [-3.23, 1.28, 2.46], [-4.34, 0.48, 4.53], [-3.18, -0.68, 7.05], [-4.09, -1.96, 6.20], [-1.45, -2.19, 7.52], [-2.38, -3.49, 6.73], [0.43, -3.87, 5.88], [1.54, -3.53, 3.69], [1.45, -4.85, 1.68], [0.38, -6.89, 0.84], [-1.60, -6.74, -0.65], [-2.49, -4.52, -1.30], [-1.43, -2.46, -0.46], [2.74, -3.38, -0.43], [5.18, -3.62, -0.35], [6.50, -2.49, 1.43], [5.34, -1.10, 3.12], [2.89, -0.85, 3.06], [-1.61, -2.15, -3.05], [-3.23, -1.16, -2.96], [-2.90, 0.19, -1.66], [-4.05, -1.81, -2.63], [-3.44, -0.70, -3.93], [-1.98, -2.80, 2.43], [-1.39, -2.08, 1.58], [-1.38, -2.12, 0.32], [-0.75, -1.25, 2.03], [2.27, -5.91, -1.33], [1.97, -4.75, -2.04], [1.33, -3.66, -1.46], [1.03, -2.52, -2.13], [1.37, -2.53, -3.44], [2.00, -3.62, -4.03], [2.31, -4.75, -3.34], [2.81, -5.71, -0.49], [2.76, -6.53, -1.96], [1.04, -3.68, -0.41], [1.13, -1.64, -4.00], [2.27, -3.61, -5.08], [0.10, 0.68, -5.35], [0.86, 0.78, -4.24], [2.02, 1.43, -4.43], [0.52, 0.32, -3.16], [0.37, 1.06, -6.24], [-0.79, 0.20, -5.27], [2.30, 1.82, -5.32], [2.63, 1.54, -3.63], [2.08, -0.18, -0.71]]
}